Entry w
The following is a quantum chemistry calculation of the molecule C2H3NOS2, from OMol25.

Last column: Löwdin charge in e.
Cartesian coordinates (Å):
1 C 0.3664 -0.1102 -0.5997  -0.747
2 C -0.0947 -0.9157 0.7238  -0.493
3 N -0.2432 1.0045 -0.7865  -0.388
4 O 1.1935 -0.5518 -1.3407  0.071
5 S 1.1988 -0.2943 1.9454  0.625
6 S -1.3284 1.8301 0.2271  0.679
7 H -1.1691 -0.6289 0.9812  0.041
8 H 0.1662 -1.9543 0.5100  0.062
9 H -0.0896 1.6206 -1.6605  0.149

Output
- E_LUMO (alpha / beta) (eV) = -3.87 / -3.88
- Kohn-Sham gap (alpha / beta) (eV) = 4.403 / 4.329
- HOMO energy (alpha / beta) (eV) = -8.27 / -8.21
- multiplicity = 1
- total charge = 0

Entry x
The following is a quantum chemistry calculation of the molecule C2H3NOS2, from OMol25.

Last column: Löwdin charge in e.
Cartesian coordinates (Å):
1 C 0.5468 0.7551 0.2543  -0.221
2 C 0.9523 -0.5718 0.5404  -0.530
3 N -1.3333 -0.1198 -0.7155  -0.594
4 O -0.4890 0.9920 -0.5967  -0.199
5 S -0.0482 -1.6757 -0.1535  0.848
6 S -2.6559 -0.2011 0.3822  0.718
7 H 1.1021 1.5550 0.6063  0.088
8 H 1.7188 -0.8547 1.2223  0.059
9 H -3.6255 -0.4355 -0.4635  -0.169

Output
- E_LUMO (eV) = -0.54
- Kohn-Sham gap (eV) = 7.344
- HOMO energy (eV) = -7.89
- multiplicity = 1
- SMILES = SN1OC=CS1
- total charge = 0

Which of them is the least stable? Correct choice: entry x.

Entry w
The following is a quantum chemistry calculation of a cluster of 4 separate species, C3H13NO2S in total, from OMol25.

Last column: Löwdin charge in e.
Cartesian coordinates (Å):
1 C 1.8620 1.2404 0.4148  -0.093
2 N 1.0404 0.1351 0.9179  -0.105
3 C -0.2301 -0.2071 0.2693  -0.349
4 C -1.0566 -1.1770 1.0083  -0.552
5 S -2.8142 -0.6045 0.6713  0.480
6 H 1.3890 2.2146 0.3890  0.083
7 H 2.8405 1.1702 0.8847  0.091
8 H 2.0954 0.9972 -0.6225  0.077
9 H 0.7038 0.4471 1.8266  0.116
10 H -0.0183 -0.2643 -0.8041  0.142
11 H -0.9363 0.7636 0.2934  -0.030
12 H -0.7147 -1.2138 2.0456  0.077
13 H -1.1100 -2.2281 0.7296  0.076
14 H -1.4396 1.4739 0.4230  0.253
15 H -2.6760 0.5711 -1.1327  -0.126
16 H -3.1186 1.1152 -2.4928  0.023
17 O -2.3308 0.9468 -1.9766  -0.143
18 H 1.8037 -1.4748 -0.3285  -0.008
19 H 2.1836 -2.2850 -1.5653  0.046
20 O 2.5270 -1.6204 -0.9512  -0.058

Output
- E_LUMO (eV) = -1.78
- Kohn-Sham gap (eV) = 6.399
- HOMO energy (eV) = -8.18
- multiplicity = 1
- total charge = 0

Entry x
The following is a quantum chemistry calculation of a cluster of 3 separate species, C3H13NO2S in total, from OMol25.

Last column: Löwdin charge in e.
Cartesian coordinates (Å):
1 C -0.9619 1.5920 0.0951  -0.297
2 C -0.9994 0.7218 -1.1647  -0.298
3 C -0.0508 1.1954 -2.2608  -0.550
4 S 1.6758 0.8599 -1.7412  0.698
5 N -1.2609 0.8633 1.3174  -0.023
6 H -1.7371 2.3605 -0.1058  0.119
7 H 0.0171 2.0449 0.2371  0.093
8 H -0.8528 -0.3398 -0.9381  0.096
9 H -2.0163 0.8945 -1.5519  0.107
10 H -0.0744 2.2745 -2.4156  0.069
11 H -0.2547 0.6948 -3.2067  0.067
12 H 1.3662 -0.3986 -1.4100  -0.146
13 H -2.1166 0.9174 1.8492  0.073
14 H -0.6239 0.9059 2.1032  0.070
15 H 2.6675 -4.2713 1.5678  0.039
16 H 1.9221 -2.9532 1.4689  -0.005
17 O 1.8554 -3.8332 1.8681  -0.079
18 H 0.3983 -0.5088 1.0734  -0.017
19 H 0.1468 -1.7989 1.7256  0.065
20 O 0.8995 -1.2211 1.4890  -0.079

Output
- E_LUMO (eV) = 0.84
- Kohn-Sham gap (eV) = 9.975
- HOMO energy (eV) = -9.14
- multiplicity = 1
- SMILES = NCCCS.O.O
- total charge = 0

Entry y
The following is a quantum chemistry calculation of a cluster of 3 separate species, C3H13NO2S in total, from OMol25.

Last column: Löwdin charge in e.
Cartesian coordinates (Å):
1 C 1.8683 0.0380 -1.3824  -0.157
2 N 0.9727 -0.9526 -0.8582  -0.141
3 C 0.1918 -0.6144 0.3097  -0.329
4 C -1.0135 0.2171 -0.0648  -0.510
5 S -2.6917 -0.4488 0.4922  0.669
6 H 1.3855 0.9858 -1.6556  0.077
7 H 2.6867 0.3928 -0.7174  0.080
8 H 2.3835 -0.2966 -2.2827  0.075
9 H 1.5516 -1.7769 -0.7066  0.114
10 H 0.7979 -0.1006 1.0784  0.116
11 H -0.0906 -1.5401 0.8130  0.095
12 H -1.1322 0.0485 -1.1388  0.054
13 H -0.9724 1.2863 0.0886  0.054
14 H -2.1843 -0.9495 1.6416  -0.142
15 H 0.2769 4.6236 3.3928  0.015
16 H -0.2433 4.1337 2.1839  0.023
17 O 0.5567 4.5457 2.4972  -0.039
18 H -1.5585 -2.4634 -1.0938  -0.017
19 H -1.6179 -3.7979 -1.6532  0.036
20 O -1.1670 -3.3308 -0.9440  -0.074

Output
- E_LUMO (eV) = 0.56
- Kohn-Sham gap (eV) = 9.447
- HOMO energy (eV) = -8.89
- multiplicity = 1
- SMILES = CNCCS.O.O
- total charge = 0

Which of them is the least stable? Correct choice: entry w.

Entry w
The following is a quantum chemistry calculation of a cluster of 3 separate species, C3H13NO2S in total, from OMol25.

Last column: Löwdin charge in e.
Cartesian coordinates (Å):
1 C 1.8005 0.1100 1.4603  -0.069
2 C 0.3063 -0.0935 1.1544  -0.518
3 C 0.1286 -1.4588 0.4619  -0.516
4 S -1.3784 -1.5860 -0.5693  0.724
5 N -0.1715 1.0885 0.4413  0.011
6 H 2.3869 -0.5242 0.7987  0.063
7 H 2.1308 -0.2558 2.4385  0.078
8 H 2.0656 1.1585 1.3964  0.073
9 H -0.2331 -0.1544 2.0966  0.121
10 H 0.9026 -1.5669 -0.2874  0.051
11 H 0.2876 -2.2086 1.2110  0.072
12 H -0.7437 -1.9257 -1.6838  -0.152
13 H 0.5344 1.4236 -0.2139  0.061
14 H -0.9470 0.8213 -0.1594  0.008
15 H -5.9082 0.2730 -0.2243  0.030
16 H -5.7901 1.1953 -1.4400  0.030
17 O -5.9415 0.2813 -1.1847  -0.061
18 H 2.7385 1.0147 -2.0044  0.016
19 H 4.1920 1.1597 -1.4542  0.033
20 O 3.6398 1.2480 -2.2377  -0.055

Output
- E_LUMO (eV) = 0.54
- Kohn-Sham gap (eV) = 9.968
- HOMO energy (eV) = -9.43
- multiplicity = 1
- SMILES = C[C@@H](N)CS.O.O
- total charge = 0

Entry x
The following is a quantum chemistry calculation of a cluster of 3 separate species, C3H13NO2S in total, from OMol25.

Last column: Löwdin charge in e.
Cartesian coordinates (Å):
1 C -0.3521 -1.6356 -1.5354  -0.102
2 N 0.0235 -0.3819 -0.8371  -0.174
3 C -0.9094 -0.2001 0.2926  -0.317
4 C -0.5150 0.9039 1.3171  -0.507
5 S 0.7473 2.0140 0.6098  0.720
6 H -0.4739 -2.3486 -0.6999  0.078
7 H 0.4944 -2.1383 -2.0041  0.080
8 H -1.2146 -1.5354 -2.1736  0.078
9 H 0.9447 -0.1655 -0.4939  0.039
10 H -1.8664 -0.0978 -0.2050  0.104
11 H -1.1313 -1.0311 0.9923  0.109
12 H -1.3717 1.5282 1.5541  0.063
13 H -0.1375 0.4298 2.2191  0.060
14 H 1.2048 2.4028 1.8091  -0.145
15 H -0.6256 2.0230 -3.0442  0.032
16 H -1.0877 0.8021 -2.2588  -0.027
17 O -1.4041 1.6032 -2.6767  -0.064
18 H 2.8173 -0.5372 3.0734  0.037
19 H 2.2150 -0.5036 1.7277  0.000
20 O 2.6422 -1.1318 2.3334  -0.063

Output
- E_LUMO (eV) = 0.42
- Kohn-Sham gap (eV) = 9.638
- HOMO energy (eV) = -9.21
- multiplicity = 1
- SMILES = CNCCS.O.O
- total charge = 0

Which of them is the least stable? Correct choice: entry x.

Entry w
The following is a quantum chemistry calculation of a cluster of 4 separate species, C10H21NO11 in total, from OMol25.

Last column: Löwdin charge in e.
Cartesian coordinates (Å):
1 C -3.6896 0.4152 -1.1360  -0.021
2 O -3.1401 1.2062 -2.2222  0.029
3 C -1.9474 1.0868 -2.7361  -0.590
4 O -1.5634 1.9035 -3.5698  0.097
5 O -1.2714 -0.0175 -2.3271  0.009
6 C 0.1428 -0.1020 -2.5868  -0.022
7 H -3.5127 -0.6565 -1.2265  0.087
8 H -4.7713 0.5074 -1.0385  0.101
9 H -3.1461 0.6641 -0.2245  0.038
10 H 0.4564 0.3303 -3.5370  0.116
11 H 0.5554 -1.1019 -2.4523  0.058
12 H 0.6702 0.2105 -1.6855  0.051
13 C 1.6043 -1.5583 0.3877  -0.055
14 O 0.8271 -1.9176 -0.7342  -0.052
15 C 1.2055 -2.9222 -1.6104  -0.537
16 O 2.2250 -3.5924 -1.6109  0.135
17 O 0.1936 -3.1387 -2.4400  -0.009
18 C 0.2077 -4.2461 -3.2534  -0.061
19 H 1.0686 -1.0854 1.2107  0.037
20 H 2.3542 -0.8232 0.0954  0.118
21 H 2.0334 -2.4243 0.8917  0.113
22 H 0.0245 -5.1162 -2.6230  0.096
23 H 1.1892 -4.5542 -3.6137  0.104
24 H -0.6780 -4.3074 -3.8857  0.109
25 C 0.5792 1.3338 0.4772  -0.029
26 O 1.5969 2.0864 1.1861  0.047
27 C 1.3379 2.6283 2.3622  -0.538
28 O 0.3310 2.5086 3.0768  0.082
29 O 2.5116 3.1904 2.8036  -0.036
30 C 2.5848 4.1125 3.9810  0.005
31 H 0.8731 1.2254 -0.5668  0.081
32 H -0.3972 1.8154 0.5300  0.094
33 H 0.4155 0.2946 0.7622  0.029
34 H 3.6493 4.0727 4.2119  0.088
35 H 2.0525 3.6403 4.8067  0.084
36 H 2.2288 5.1304 3.8220  0.092
37 C -0.8062 -0.3890 2.4680  0.055
38 N -1.8099 0.2154 1.4888  -0.342
39 O -1.8909 1.4345 1.5172  0.058
40 O -2.5650 -0.5356 0.8104  0.010
41 H -0.1465 0.4414 2.7196  0.074
42 H -0.2362 -1.2487 2.1158  0.078
43 H -1.3467 -0.7173 3.3557  0.115

Output
- E_LUMO (eV) = -0.58
- Kohn-Sham gap (eV) = 9.454
- HOMO energy (eV) = -10.03
- multiplicity = 1
- SMILES = C[N+](=O)[O-].COC(=O)OC.COC(=O)OC.COC(=O)OC
- total charge = 0

Entry x
The following is a quantum chemistry calculation of a cluster of 4 separate species, C10H21NO11 in total, from OMol25.

Last column: Löwdin charge in e.
Cartesian coordinates (Å):
1 C 11.5719 8.4851 -13.0372  -0.112
2 O 12.3541 9.5782 -13.0763  0.006
3 C 11.8823 10.6849 -12.4313  -0.517
4 O 10.7187 10.8179 -11.9728  0.069
5 O 12.7680 11.6766 -12.4972  0.007
6 C 12.4101 12.8514 -11.8049  -0.057
7 H 10.8317 8.6629 -13.8174  0.104
8 H 11.0928 8.2273 -12.0927  0.104
9 H 12.1194 7.5802 -13.3007  0.100
10 H 11.5094 13.2722 -12.2518  0.083
11 H 13.2298 13.5616 -11.9136  0.100
12 H 12.1196 12.7297 -10.7614  0.102
13 C 10.0841 15.4273 -18.3349  -0.045
14 O 9.1445 16.3565 -18.8372  0.026
15 C 9.5348 17.5709 -19.1280  -0.661
16 O 10.6318 18.0225 -18.8946  0.131
17 O 8.4947 18.1059 -19.6614  0.034
18 C 8.4797 19.4337 -20.0448  -0.061
19 H 10.9328 15.4135 -19.0188  0.098
20 H 9.8438 14.3650 -18.2913  0.076
21 H 10.5062 15.7198 -17.3734  0.093
22 H 8.5179 20.2083 -19.2788  0.103
23 H 7.5320 19.4622 -20.5825  0.098
24 H 9.1775 19.7190 -20.8321  0.099
25 C 13.2064 14.0819 -15.8014  -0.009
26 O 12.6108 13.6321 -17.0293  -0.003
27 C 12.2922 12.4096 -17.2931  -0.540
28 O 12.4610 11.5149 -16.4169  0.068
29 O 11.7501 12.3719 -18.5631  -0.021
30 C 11.2224 11.1668 -18.9975  -0.072
31 H 14.2714 13.9642 -15.6013  0.102
32 H 12.6561 13.6937 -14.9444  0.075
33 H 13.0838 15.1634 -15.8610  0.097
34 H 10.4682 10.8393 -18.2820  0.096
35 H 11.9990 10.4085 -19.0975  0.097
36 H 10.8349 11.3057 -20.0068  0.101
37 C 9.5085 12.6478 -14.7062  0.064
38 N 8.2810 12.7231 -15.6055  -0.393
39 O 8.4226 12.5773 -16.8258  0.036
40 O 7.1848 12.9851 -15.0816  0.051
41 H 9.1381 13.0821 -13.7776  0.095
42 H 10.2185 13.3155 -15.1942  0.081
43 H 9.9779 11.6728 -14.5750  0.095

Output
- E_LUMO (eV) = 0.11
- Kohn-Sham gap (eV) = 10.779
- HOMO energy (eV) = -10.67
- multiplicity = 1
- SMILES = C[N+](=O)[O-].COC(=O)OC.COC(=O)OC.COC(=O)OC
- total charge = 0

Which of them is the least stable? Correct choice: entry w.

Entry w
The following is a quantum chemistry calculation of the molecule C2H5NO3S, from OMol25.

Last column: Löwdin charge in e.
Cartesian coordinates (Å):
1 C -0.3806 -0.0197 -0.0216  -0.421
2 C -0.2854 -1.2223 0.7505  -0.070
3 N 0.1277 1.2307 0.3138  -0.018
4 O 0.4087 1.0665 -2.2846  -0.279
5 O -0.2978 -1.3782 -2.2517  -0.444
6 O 0.2108 1.3790 1.7620  -0.099
7 S -0.7054 -0.0876 -1.7853  0.918
8 H -0.8020 -1.3086 1.6591  0.072
9 H 0.7600 -1.1694 1.1095  0.117
10 H -0.4323 -2.1332 0.1490  0.092
11 H 0.6904 1.3966 -1.4346  -0.016
12 H 0.7060 2.2462 2.0339  0.147

Output
- E_LUMO (eV) = -0.29
- Kohn-Sham gap (eV) = 9.412
- HOMO energy (eV) = -9.70
- multiplicity = 1
- total charge = 0

Entry x
The following is a quantum chemistry calculation of a structure of composition C2H5NO3S, from OMol25.

Last column: Löwdin charge in e.
Cartesian coordinates (Å):
1 C -1.0207 -0.2226 0.2525  -0.471
2 C 0.8220 -0.6310 -0.1368  -0.730
3 N -1.2293 0.9791 -0.2017  0.140
4 O -1.5842 -1.1046 0.8379  0.069
5 O 0.8632 -0.2686 -1.5680  -0.098
6 O 1.0573 -1.9204 0.2546  -0.006
7 S 1.6551 0.7559 0.7451  0.825
8 H -0.5514 1.2998 -0.9325  0.124
9 H -2.1341 1.4315 0.0022  0.141
10 H 1.7615 -0.2422 -1.9305  0.088
11 H 0.1919 -2.2552 0.5956  0.111
12 H 2.1211 0.1306 1.7354  -0.192

Output
- E_LUMO (eV) = 0.55
- Kohn-Sham gap (eV) = 9.246
- HOMO energy (eV) = -8.69
- multiplicity = 1
- total charge = 0

Which of them is the least stable? Correct choice: entry w.